[1]
DFT (ωB97M-V/def2-TZVPD) results for an isolated ion of composition C5H11N2S and charge +1.

Geometry (Å):
1 C 1.589 1.402 -0.820
2 C 0.661 1.528 0.431
3 C -0.419 0.533 0.328
4 C -1.674 0.543 -0.159
5 N -2.235 -0.751 -0.184
6 C -1.330 -1.726 0.271
7 S -0.438 -2.731 -1.053
8 N -0.144 -0.861 0.741
9 H 2.426 0.693 -0.754
10 H 1.933 2.426 -1.052
11 H 0.948 1.013 -1.680
12 H 0.137 2.458 0.312
13 H 1.239 1.340 1.239
14 H -2.165 1.410 -0.426
15 H -2.906 -1.008 -0.910
16 H -1.843 -2.470 0.932
17 H -0.521 -2.113 -2.203
18 H 0.654 -1.288 0.308
19 H -0.034 -0.897 1.690

Output
HOMO-LUMO gap in eV: 9.76
Energy above the lowest of the compared OMol25 structures with the same formula, charge and spin in kJ/mol: 244.1
SMILES: CCC1=CN[C@@H](S)[NH2+]1
Total charge: +1
Max |F| in eV/A: 4.1

***

[2]
DFT (ωB97M-V/def2-TZVPD) results for C29H24N5O4Pt as an isolated structure.

Geometry (Å):
1 Pt 0.258 0.605 -0.202
2 C 3.212 -1.405 -3.155
3 O 4.362 -0.733 -2.612
4 C 4.412 -0.090 -1.459
5 C 5.659 0.442 -1.131
6 C 5.847 1.086 0.066
7 C 4.791 1.230 0.987
8 C 3.531 0.776 0.705
9 C 2.500 0.998 1.707
10 N 1.245 0.814 1.540
11 N 0.416 0.958 2.624
12 C -0.810 1.266 2.248
13 O -1.118 1.608 1.042
14 C -1.864 1.283 3.280
15 C -3.060 1.948 3.026
16 C -4.076 1.918 3.967
17 C -3.906 1.210 5.149
18 C -2.713 0.545 5.401
19 C -1.686 0.587 4.473
20 C 3.280 0.084 -0.550
21 O 2.151 -0.386 -0.874
22 H 3.574 -1.850 -4.077
23 H 2.415 -0.699 -3.368
24 H 2.852 -2.175 -2.479
25 H 6.466 0.316 -1.839
26 H 6.823 1.485 0.303
27 H 4.972 1.719 1.936
28 H 2.811 1.331 2.693
29 H -3.179 2.483 2.094
30 H -5.003 2.444 3.778
31 H -4.705 1.179 5.879
32 H -2.583 -0.004 6.325
33 H -0.750 0.076 4.654
34 C -1.275 -0.690 -3.995
35 C -0.639 0.058 -2.876
36 N -0.851 -0.220 -1.634
37 N -1.738 -1.174 -1.258
38 C -1.604 -1.470 0.019
39 O -0.681 -0.999 0.779
40 C -2.578 -2.408 0.615
41 C -3.369 -3.227 -0.186
42 C -4.238 -4.130 0.403
43 C -4.326 -4.209 1.787
44 C -3.554 -3.378 2.587
45 C -2.674 -2.481 2.003
46 C 0.302 1.159 -3.107
47 C 0.723 1.559 -4.366
48 C 1.679 2.557 -4.469
49 C 2.167 3.157 -3.318
50 C 1.664 2.742 -2.098
51 N 0.761 1.766 -2.000
52 H -1.966 -1.425 -3.597
53 H -0.515 -1.204 -4.589
54 H -1.818 -0.012 -4.656
55 H -3.293 -3.155 -1.262
56 H -4.846 -4.776 -0.215
57 H -4.999 -4.923 2.244
58 H -3.632 -3.431 3.665
59 H -2.063 -1.827 2.611
60 H 0.310 1.089 -5.247
61 H 2.040 2.861 -5.443
62 H 2.913 3.938 -3.359
63 H 1.978 3.204 -1.170

Output
HOMO-LUMO gap (alpha / beta) in eV: 5.17 / 4.87
Energy above the lowest of the compared OMol25 structures with the same formula, charge and spin in kJ/mol: 90.2
Total charge: +1
Max |F| in eV/A: 4.7

***

[3]
DFT (ωB97M-V/def2-TZVPD) results for an isolated molecule of C4H7NO3S2.

Geometry (Å):
1 O -1.135 -0.116 -2.987
2 C -0.691 -0.112 -1.877
3 N -0.466 -1.223 -1.150
4 C 0.096 -1.347 0.183
5 C -0.555 -0.384 1.185
6 C 0.237 0.893 1.361
7 S 0.777 1.576 -0.258
8 O 0.616 2.991 -0.187
9 S 2.498 0.899 -0.765
10 O -0.428 1.075 -1.238
11 H -0.674 -2.074 -1.651
12 H 1.181 -1.188 0.160
13 H -0.087 -2.376 0.496
14 H -1.566 -0.153 0.845
15 H -0.628 -0.880 2.154
16 H -0.338 1.691 1.820
17 H 1.163 0.728 1.906

Output
HOMO-LUMO gap in eV: 10.13
Energy above the lowest of the compared OMol25 structures with the same formula, charge and spin in kJ/mol: 0.0
SMILES: O=C1NCCC[S@@](=O)(=S)O1
Total charge: 0
Max |F| in eV/A: 1.1

***

[4]
DFT (ωB97M-V/def2-TZVPD) results for C18H26Cl3N2O11SSc as an isolated structure.

Geometry (Å):
1 Sc 0.013 -0.815 -0.348
2 C -0.331 1.730 -2.449
3 C -0.948 2.487 -1.304
4 O -1.372 1.519 -0.353
5 C -1.520 2.042 0.963
6 C -0.173 2.080 1.709
7 O 0.801 1.372 0.958
8 C 2.001 1.118 1.695
9 C 3.164 1.102 0.731
10 O 2.908 0.238 -0.369
11 C 3.128 0.818 -1.635
12 C 2.005 1.760 -1.985
13 O 0.802 1.005 -1.993
14 H -1.033 0.990 -2.835
15 H -0.054 2.406 -3.259
16 H -0.215 3.165 -0.855
17 H -1.803 3.078 -1.645
18 H -1.962 3.039 0.920
19 H -2.204 1.376 1.474
20 H 0.180 3.107 1.847
21 H -0.299 1.623 2.693
22 H 2.163 1.922 2.418
23 H 1.919 0.168 2.221
24 H 3.352 2.120 0.376
25 H 4.052 0.746 1.259
26 H 4.084 1.349 -1.672
27 H 3.155 -0.006 -2.352
28 H 1.943 2.574 -1.255
29 H 2.168 2.186 -2.979
30 N -2.399 -0.862 -1.484
31 N -2.178 -1.514 -2.712
32 C -0.907 -2.084 -2.907
33 O -0.751 -2.921 -3.762
34 O 0.014 -1.562 -2.139
35 H -2.897 -1.456 -0.829
36 H -2.934 -0.019 -1.645
37 H -2.927 -2.093 -3.058
38 Cl 1.393 -4.666 0.392
39 C 2.816 -3.614 0.439
40 Cl 3.290 -3.163 -1.215
41 Cl 4.146 -4.444 1.233
42 C 2.456 -2.306 1.207
43 O 3.114 -1.972 2.163
44 O 1.451 -1.681 0.728
45 C 1.516 -5.272 5.605
46 C 0.718 -4.436 4.639
47 C 0.983 -3.082 4.472
48 C 0.261 -2.319 3.566
49 C -0.733 -2.924 2.819
50 C -1.024 -4.275 2.972
51 C -0.300 -5.018 3.881
52 S -1.613 -2.027 1.593
53 O -1.208 -2.590 0.282
54 O -3.018 -2.103 1.861
55 O -1.056 -0.641 1.573
56 H 2.265 -4.672 6.120
57 H 2.030 -6.080 5.081
58 H 0.866 -5.727 6.354
59 H 1.784 -2.619 5.036
60 H 0.488 -1.272 3.417
61 H -1.801 -4.735 2.373
62 H -0.516 -6.075 3.999

Output
HOMO-LUMO gap in eV: 9.27
Energy above the lowest of the compared OMol25 structures with the same formula, charge and spin in kJ/mol: 10.0
Total charge: 0
Max |F| in eV/A: 0.7

***

[5]
DFT (ωB97M-V/def2-TZVPD) results for an isolated molecule of C13H10N4O8.

Geometry (Å):
1 C 3.526 3.688 -0.713
2 O 4.143 2.440 -0.489
3 C 3.367 1.350 -0.336
4 C 1.991 1.326 -0.407
5 C 1.256 0.139 -0.216
6 C -0.187 0.216 -0.276
7 C -1.048 -0.757 0.062
8 C -2.491 -0.635 0.000
9 N -3.177 -1.770 -0.319
10 C -4.552 -1.852 -0.486
11 O -5.099 -2.881 -0.775
12 N -5.200 -0.659 -0.299
13 C -4.649 0.574 0.049
14 O -5.346 1.540 0.214
15 C -3.195 0.520 0.206
16 N -2.560 1.732 0.670
17 O -1.897 1.650 1.681
18 O -2.738 2.735 0.025
19 C 1.947 -1.033 0.029
20 C 3.343 -1.035 0.088
21 N 3.987 -2.284 0.330
22 O 3.303 -3.273 0.456
23 O 5.213 -2.297 0.399
24 C 4.087 0.144 -0.086
25 O 5.406 0.220 -0.039
26 H 4.341 4.406 -0.779
27 H 2.866 3.962 0.114
28 H 2.962 3.692 -1.651
29 H 1.446 2.237 -0.594
30 H -0.567 1.161 -0.640
31 H -0.685 -1.727 0.372
32 H -2.667 -2.629 -0.487
33 H -6.208 -0.675 -0.412
34 H 1.444 -1.976 0.169
35 H 5.780 -0.677 0.142

Output
HOMO-LUMO gap in eV: 7.66
SMILES: COc1cc(/C=C/c2[nH]c(=O)[nH]c(=O)c2[N+](=O)[O-])cc([N+](=O)[O-])c1O
Total charge: 0
Max |F| in eV/A: 1.3

***

[6]
DFT (ωB97M-V/def2-TZVPD) results for a 2-piece molecular cluster, C2H6NO2 overall.

Geometry (Å):
1 C -2.728 0.105 -0.006
2 C 1.717 0.231 0.250
3 N -1.495 -0.170 0.059
4 O -1.023 -1.375 0.053
5 O 1.635 -1.163 0.072
6 H -3.069 1.086 -0.370
7 H -3.645 -0.563 -0.082
8 H 0.689 -1.459 0.164
9 H 0.810 0.543 0.686
10 H 1.742 0.600 -0.733
11 H 2.609 0.451 0.897

Output
HOMO-LUMO gap in eV: 7.16
Energy above the lowest of the compared OMol25 structures with the same formula, charge and spin in kJ/mol: 380.3
Total charge: -1
Max |F| in eV/A: 3.4

***

[7]
DFT (ωB97M-V/def2-TZVPD) results for C37H37Cl3O2P2Tc as an isolated structure.

Geometry (Å):
1 Tc -1.456 0.828 -1.453
2 C -2.487 1.086 -3.053
3 C -2.083 -0.314 -2.876
4 C -0.945 -0.865 -3.719
5 C 0.405 -0.191 -3.396
6 C 0.368 0.619 -2.109
7 C -0.068 2.020 -2.097
8 C -0.499 2.675 -3.391
9 C -1.764 2.024 -4.005
10 C 2.137 -0.362 2.999
11 H -3.565 1.270 -3.020
12 H -2.894 -1.032 -2.722
13 H -1.164 -0.777 -4.794
14 H -0.852 -1.944 -3.531
15 H 1.156 -0.986 -3.278
16 H 0.753 0.413 -4.246
17 H 1.207 0.393 -1.442
18 H 0.513 2.670 -1.435
19 H 0.318 2.686 -4.126
20 H -0.721 3.731 -3.182
21 H -2.462 2.840 -4.242
22 H -1.533 1.540 -4.963
23 H 1.453 0.493 3.045
24 H 2.966 -0.210 3.705
25 H 1.586 -1.269 3.275
26 P -0.973 -1.128 0.498
27 P 2.818 -0.564 1.370
28 C 0.552 -1.966 0.494
29 C 1.791 -1.441 0.230
30 C -2.239 -2.361 0.753
31 C -2.463 -3.335 -0.249
32 C -3.296 -4.423 0.009
33 C -3.948 -4.531 1.244
34 C -3.792 -3.526 2.204
35 C -2.947 -2.444 1.962
36 C -3.285 1.455 -0.404
37 C -3.420 2.778 -0.014
38 C -4.663 3.232 0.431
39 C -5.746 2.354 0.509
40 C -5.582 1.015 0.150
41 C -4.341 0.557 -0.308
42 C 4.355 -1.499 1.583
43 C 4.248 -2.816 2.067
44 C 5.399 -3.544 2.366
45 C 6.660 -2.975 2.151
46 C 6.766 -1.682 1.628
47 C 5.618 -0.935 1.353
48 C 3.190 1.030 0.619
49 C 2.796 2.238 1.215
50 C 3.053 3.444 0.562
51 C 3.705 3.455 -0.674
52 C 4.077 2.251 -1.279
53 C 3.807 1.038 -0.644
54 H 0.405 -3.054 0.542
55 H 2.301 -1.700 -0.709
56 H -1.968 -3.240 -1.217
57 H -3.428 -5.194 -0.751
58 H -4.578 -5.395 1.458
59 H -4.319 -3.584 3.156
60 H -2.831 -1.669 2.718
61 H -2.572 3.457 -0.092
62 H -4.774 4.278 0.721
63 H -6.718 2.716 0.853
64 H -6.417 0.316 0.217
65 H -4.204 -0.484 -0.602
66 H 3.259 -3.257 2.216
67 H 5.310 -4.553 2.769
68 H 7.560 -3.542 2.391
69 H 7.748 -1.246 1.439
70 H 5.700 0.083 0.967
71 H 2.297 2.236 2.183
72 H 2.742 4.381 1.028
73 H 3.922 4.402 -1.169
74 H 4.583 2.248 -2.245
75 H 4.093 0.098 -1.122
76 Cl -1.740 3.382 3.335
77 C -1.746 1.616 3.283
78 Cl -0.798 0.912 4.622
79 Cl -3.429 0.998 3.279
80 C -1.116 1.133 1.967
81 O -0.708 1.872 1.079
82 O -1.085 -0.224 1.915

Output
HOMO-LUMO gap (alpha / beta) in eV: 5.77 / 5.66
Multiplicity: 4
Energy above the lowest of the compared OMol25 structures with the same formula, charge and spin in kJ/mol: 120.7
Total charge: +2
Max |F| in eV/A: 6.9

***

[8]
DFT (ωB97M-V/def2-TZVPD) results for C34H37BrN5O2PtSi2 as an isolated structure.

Geometry (Å):
1 Pt -0.020 0.835 -0.984
2 C -1.421 2.407 1.869
3 Si -1.194 2.547 0.003
4 C -2.957 2.760 -0.653
5 C -0.316 4.197 -0.383
6 C -0.533 5.403 0.289
7 C 0.117 6.566 -0.096
8 C 0.995 6.541 -1.175
9 C 1.210 5.353 -1.857
10 C 0.569 4.172 -1.471
11 Si 0.785 2.490 -2.325
12 C 2.650 2.249 -2.603
13 C 0.124 2.742 -4.094
14 H -2.003 3.240 2.274
15 H -0.458 2.379 2.383
16 H -1.951 1.477 2.092
17 H -3.454 3.577 -0.118
18 H -3.531 1.843 -0.503
19 H -2.970 2.992 -1.720
20 H -1.218 5.437 1.132
21 H -0.054 7.492 0.444
22 H 1.510 7.447 -1.478
23 H 1.897 5.346 -2.699
24 H 3.114 3.088 -3.131
25 H 2.826 1.342 -3.189
26 H 3.154 2.131 -1.640
27 H 0.665 3.546 -4.603
28 H -0.935 3.010 -4.088
29 H 0.240 1.829 -4.686
30 C -3.260 -2.980 -2.052
31 C -3.237 -1.625 -2.665
32 N -2.317 -0.714 -2.486
33 C -2.688 0.357 -3.267
34 C -3.855 0.094 -3.915
35 N -4.199 -1.185 -3.523
36 H -2.843 -2.894 -1.051
37 H -2.669 -3.685 -2.639
38 H -4.280 -3.363 -1.975
39 H -2.088 1.251 -3.283
40 H -4.468 0.681 -4.576
41 H -5.030 -1.684 -3.784
42 O -2.578 -1.210 0.643
43 C -1.443 -1.305 1.068
44 N -1.100 -2.177 2.103
45 C 0.246 -1.910 2.559
46 C 0.692 -0.878 1.485
47 O 1.828 -0.425 1.472
48 N -0.319 -0.634 0.632
49 C 1.171 -3.114 2.448
50 C 2.462 -3.042 2.967
51 C 3.341 -4.101 2.816
52 C 2.943 -5.250 2.143
53 C 1.663 -5.325 1.620
54 C 0.781 -4.261 1.769
55 C 0.244 -1.328 3.965
56 C 0.521 0.006 4.227
57 C 0.435 0.496 5.525
58 C 0.077 -0.340 6.571
59 C -0.192 -1.679 6.317
60 C -0.104 -2.167 5.023
61 H -1.826 -2.403 2.763
62 H 2.777 -2.139 3.474
63 H 4.344 -4.026 3.217
64 H 3.630 -6.078 2.020
65 H 1.346 -6.213 1.086
66 H -0.214 -4.309 1.349
67 H 0.815 0.661 3.419
68 H 0.648 1.541 5.713
69 H 0.010 0.047 7.580
70 H -0.465 -2.342 7.128
71 H -0.295 -3.217 4.830
72 Br 4.547 -2.936 -1.155
73 C 3.014 -2.269 -2.049
74 C 2.623 -2.809 -3.260
75 C 1.481 -2.294 -3.853
76 C 0.783 -1.282 -3.212
77 N 1.179 -0.777 -2.046
78 C 2.285 -1.247 -1.466
79 H 3.190 -3.606 -3.720
80 H 1.124 -2.672 -4.801
81 H -0.128 -0.874 -3.627
82 H 2.557 -0.806 -0.514

Output
HOMO-LUMO gap in eV: 6.92
Energy above the lowest of the compared OMol25 structures with the same formula, charge and spin in kJ/mol: 2.3
Total charge: -1
Max |F| in eV/A: 0.6

***

[9]
DFT (ωB97M-V/def2-TZVPD) results for C4H3EuLiO2 as an isolated structure.

Geometry (Å):
1 Eu -3.007 0.626 -2.855
2 O -0.710 -0.350 -0.818
3 C 0.389 0.543 -0.666
4 H 1.245 0.612 -1.359
5 H 0.012 1.576 -0.565
6 C 1.050 0.289 1.969
7 C 0.926 0.039 0.648
8 C -0.032 -0.833 1.277
9 O -0.402 -1.896 1.733
10 Li -0.617 -1.877 -1.812
11 H 1.145 1.271 2.448

Output
HOMO-LUMO gap (alpha / beta) in eV: 4.73 / 4.54
Multiplicity: 8
Total charge: 0
Max |F| in eV/A: 6.1

***

[10]
DFT (ωB97M-V/def2-TZVPD) results for an isolated molecule of C2H3NOS2.

Geometry (Å):
1 O -2.518 -0.459 0.098
2 N -1.650 0.697 -0.206
3 C -0.328 0.248 -0.153
4 S 0.981 1.443 0.065
5 C 1.995 0.112 -0.162
6 S 3.664 -0.101 0.052
7 H -3.465 -0.274 0.752
8 H 0.063 -0.863 -0.038
9 H 1.258 -0.802 -0.408

Output
HOMO-LUMO gap in eV: 8.26
Energy above the lowest of the compared OMol25 structures with the same formula, charge and spin in kJ/mol: 566.9
SMILES: O/N=C/SC=S
Total charge: 0
Max |F| in eV/A: 7.0

***

[11]
DFT (ωB97M-V/def2-TZVPD) results for C6H6O2 as an isolated structure.

Geometry (Å):
1 C 0.748 0.506 -1.447
2 C -0.112 -0.480 -1.116
3 C 1.481 1.530 -1.355
4 C -0.647 -1.291 -0.249
5 C 0.675 0.898 0.061
6 C -1.653 -0.827 0.837
7 O 2.135 2.478 -1.570
8 O 1.613 0.233 0.964
9 H -0.745 -2.341 -0.337
10 H -0.176 1.450 0.568
11 H -2.420 -0.273 0.264
12 H -1.192 -0.123 1.658
13 H -2.118 -1.725 1.247
14 H 2.412 -0.035 0.476

Output
HOMO-LUMO gap in eV: 8.17
Energy above the lowest of the compared OMol25 structures with the same formula, charge and spin in kJ/mol: 602.2
Total charge: 0
Max |F| in eV/A: 4.4

***

[12]
DFT (ωB97M-V/def2-TZVPD) results for C9H21InN3O3 as an isolated structure.

Geometry (Å):
1 In -0.235 -1.509 -0.507
2 C 0.781 1.814 0.858
3 C 1.101 0.452 1.490
4 O 0.681 -0.557 0.967
5 N 1.736 0.496 2.649
6 C 1.944 -0.658 3.522
7 H -0.296 1.924 0.738
8 H 1.206 1.880 -0.144
9 H 1.226 2.509 1.570
10 H 2.129 1.364 2.986
11 H 1.064 -1.296 3.600
12 H 2.309 -0.231 4.456
13 H 2.624 -1.338 3.008
14 C 0.395 0.903 -4.033
15 C 0.377 -0.517 -3.488
16 O 0.043 -0.837 -2.362
17 N 0.828 -1.337 -4.488
18 C 1.390 -2.749 -4.292
19 H 0.358 1.691 -3.280
20 H -0.570 1.055 -4.518
21 H 1.242 0.981 -4.714
22 H 0.550 -1.038 -5.412
23 H 2.447 -2.816 -4.550
24 H 0.857 -3.355 -5.026
25 H 1.205 -3.171 -3.305
26 C -2.701 1.593 0.533
27 C -1.951 0.479 1.285
28 O -1.391 -0.446 0.669
29 N -2.159 0.441 2.569
30 C -1.597 -0.491 3.531
31 H -3.549 1.242 -0.054
32 H -2.103 2.212 -0.136
33 H -2.987 2.331 1.282
34 H -2.767 1.069 3.075
35 H -0.564 -0.771 3.325
36 H -2.154 -1.402 3.748
37 H -1.468 0.084 4.448

Output
HOMO-LUMO gap in eV: 5.50
Energy above the lowest of the compared OMol25 structures with the same formula, charge and spin in kJ/mol: 0.0
Total charge: +3
Max |F| in eV/A: 8.2

***

Question: What is the formula in the second record?
Answer: C29H24N5O4Pt